DFT (the ωB97M-V functional and the def2-TZVPD basis) results for an isolated molecule of C6H12O.

Each line ends with the Mulliken charge.
Cartesian coordinates (Å):
O -1.655 1.080 -0.194  -0.311
C 0.396 -0.276 -0.944  0.027
C 0.187 1.384 1.380  -1.042
C -1.906 -0.312 0.047  -0.487
C -0.379 1.482 -0.001  -0.213
C -0.615 -1.118 -0.201  -0.837
C 1.853 -0.655 -0.745  -1.339
H -0.248 2.204 1.963  0.326
H 0.306 1.236 -0.888  0.485
H 1.271 1.533 1.353  0.285
H 2.120 -0.638 0.319  0.336
H -0.030 0.449 1.921  0.309
H 2.052 -1.673 -1.112  0.368
H 0.141 -0.207 -2.016  0.425
H -2.698 -0.577 -0.658  0.360
H -2.290 -0.465 1.062  0.250
H -0.854 -2.027 -0.770  0.432
H 2.532 0.021 -1.278  0.349
H -0.182 -1.449 0.751  0.277

The energy above the lowest of the compared OMol25 structures with the same formula, charge and spin is 387.6 kJ/mol. The HOMO energy is -7.51 eV. As for the LUMO energy: 1.0388 eV. The total charge is 0. The calculation puts the orbital gap at 8.547 eV. The calculation puts the largest force on an atom at 2.0 eV/Å.

***

DFT (the ωB97M-V functional and the def2-TZVPD basis) results for a cluster of 2 separate species, C6H12O in total.

Each line ends with the Mulliken charge.
Cartesian coordinates (Å):
O -0.731 2.064 -0.355  -0.568
C -0.769 -0.280 -0.217  -0.557
C -1.535 -0.184 -2.257  -1.026
C 1.980 0.211 1.018  -0.958
C 0.655 -0.090 1.673  -0.271
C 0.107 -1.406 1.395  -0.680
C -0.704 0.863 -1.040  0.313
H 2.477 1.086 1.464  0.352
H -0.155 1.918 0.413  0.375
H 0.559 0.267 2.700  0.348
H 0.225 0.898 -1.639  0.202
H -2.577 -0.268 -1.944  0.344
H 0.505 -2.040 0.601  0.301
H -1.655 -0.271 0.411  0.190
H -1.487 0.494 -3.116  0.401
H -1.110 -1.159 -2.501  0.313
H 2.117 0.362 -0.057  0.270
H 2.630 -0.635 1.287  0.325
H -0.532 -1.830 2.165  0.325

The energy above the lowest of the compared OMol25 structures with the same formula, charge and spin is 774.4 kJ/mol. The HOMO energy is -7.44 eV. As for the LUMO energy: 0.7534 eV. The total charge is 0. The calculation puts the orbital gap at 8.197 eV. The calculation puts the largest force on an atom at 5.0 eV/Å.

***

DFT (the ωB97M-V functional and the def2-TZVPD basis) results for an isolated molecule of C6H12O.

Each line ends with the Mulliken charge.
Cartesian coordinates (Å):
O 0.169 1.175 -0.773  -0.641
C -1.358 -0.578 1.065  -0.470
C 1.751 -0.622 -1.167  -0.698
C 1.502 0.953 -1.143  -0.439
C 0.011 -0.462 0.477  0.091
C 0.413 -1.133 -0.700  -0.589
C -1.932 0.777 1.484  -1.080
H -1.272 -1.231 1.947  0.274
H -1.289 1.258 2.228  0.296
H -0.059 -2.055 -1.026  0.438
H -0.200 -0.062 -1.164  0.410
H -2.928 0.656 1.921  0.378
H -2.024 -1.082 0.356  0.288
H 2.005 -0.986 -2.167  0.300
H 0.748 0.021 1.120  0.307
H 2.581 -0.887 -0.502  0.262
H -1.997 1.446 0.623  0.272
H 2.191 1.440 -0.438  0.296
H 1.690 1.372 -2.140  0.304

The energy above the lowest of the compared OMol25 structures with the same formula, charge and spin is 381.3 kJ/mol. The HOMO energy is -8.40 eV. As for the LUMO energy: 0.8909 eV. The total charge is 0. The calculation puts the orbital gap at 9.287 eV. The calculation puts the largest force on an atom at 0.4 eV/Å.